No. 1
C16H17N | wB97M-V/def2-TZVPD

Structure (XYZ):
```
34
Properties=species:S:1:pos:R:3
C 0.36607 2.39718 -4.55913
C 0.04641 1.58962 -3.34017
C -1.13972 0.98611 -3.02785
N -0.97973 0.17679 -1.92112
C 0.32008 0.24887 -1.48611
C 0.91938 -0.22125 -0.31737
C 2.16674 0.29036 -0.01444
C 2.90524 1.07876 -0.89762
C 2.31642 1.46363 -2.09379
C 1.00011 1.10574 -2.37087
H 1.16124 1.91954 -5.12985
H 0.57736 3.43092 -4.30080
H -0.44458 2.40854 -5.28693
H -2.11945 1.32735 -3.31292
H -1.68214 -0.38856 -1.48107
H 0.34076 -0.77969 0.40564
H 2.54699 0.19808 0.99264
H 3.88893 1.45319 -0.66940
H 2.87759 2.13722 -2.73494
C -0.61395 -3.61506 3.23811
C -0.94088 -2.13721 3.15711
C 0.08871 -1.18925 3.19129
C -0.17282 0.13028 2.90024
C -1.43329 0.52260 2.46156
C -2.44173 -0.42733 2.37650
C -2.19367 -1.74348 2.71894
H -1.42182 -4.14882 3.74563
H 0.32132 -3.85335 3.72751
H -0.62598 -3.98582 2.21899
H 1.08004 -1.57015 3.41643
H 0.53696 0.93841 3.04399
H -1.61684 1.52036 2.08097
H -3.42755 -0.10164 2.06313
H -2.93176 -2.51084 2.49146
```

Values from the calculation:
* E_tot: -18357.79084 eV
* SMILES: Cc1c[nH]c2ccccc12.Cc1ccccc1
* orbital gap: 8.496 eV
* HOMO level: -7.7 eV
* maximum force: 0.025 Eh/bohr



No. 2
C16H18B2N6O2Pb | wB97M-V/def2-TZVPD

Structure (XYZ):
```
45
Properties=species:S:1:pos:R:3
H 1.56029 -2.56871 0.70387
N -0.27191 -1.86479 -0.09034
B -2.62430 -1.66462 -1.02066
N -1.46879 -2.48930 -0.37825
C -1.39252 -3.81199 -0.09849
Pb 0.24188 0.77435 -1.04617
H -2.21930 -4.46491 -0.26739
C -0.09212 -4.06993 0.40306
H 0.30396 -4.99258 0.71457
C 0.55954 -2.79802 0.38672
H -3.57126 -2.37410 -1.21084
C 0.97735 2.62578 -1.22140
H 1.95932 2.97372 -0.86957
H 0.31001 2.99417 -0.40611
H 0.69424 3.07621 -2.18533
N -2.07745 -1.04991 -2.35285
N -3.02127 -0.47792 -0.08968
N -0.99988 -0.14029 -2.41632
N -2.10217 0.51302 0.20401
C -2.53448 -1.28002 -3.59177
C -4.21458 -0.18165 0.46919
H -3.37432 -1.92574 -3.72407
H -5.06710 -0.82218 0.31596
C -1.75992 -0.55905 -4.50096
C -4.07232 1.01829 1.17648
C -0.80559 0.13245 -3.75638
C -2.72817 1.40919 0.98853
H -1.87794 -0.53510 -5.55817
H -4.82392 1.53193 1.73505
H -0.01226 0.79356 -4.08238
H -2.21900 2.27630 1.38728
H 1.86787 1.01893 -1.66383
O 1.94789 2.17961 1.62801
B 1.62697 0.86093 1.16132
O 2.41459 -0.04406 1.90762
C 3.17782 0.69180 2.78255
C 4.23196 0.28176 3.55735
C 5.05220 1.27906 4.12413
C 4.75964 2.63032 3.94825
C 3.63642 3.03071 3.20250
C 2.88638 2.04170 2.60890
H 4.43067 -0.77767 3.69178
H 5.92289 0.98351 4.71412
H 5.39907 3.39468 4.39669
H 3.36740 4.07072 3.05381
```

Values from the calculation:
* E_tot: -36497.68924 eV
* total charge: +2
* orbital gap (spin up / spin down): 4.450 / 3.022 eV
* HOMO level (spin up / spin down): -14.5 / -14.4 eV
* maximum force: 0.155 Eh/bohr



No. 3
C16H18Br28O3 | wB97M-V/def2-TZVPD

Structure (XYZ):
```
65
Properties=species:S:1:pos:R:3
C 5.13511 -3.01355 2.26167
C 4.47682 -1.86050 2.25623
C 3.56474 -0.52997 2.01122
O 2.23827 -0.78180 2.54634
C 1.21258 -0.59041 1.56999
O 1.22812 -0.99207 0.36945
O -0.00337 0.08604 2.00608
C -0.84302 -0.84960 2.78001
C -2.28181 -1.05358 2.06292
C -2.71909 -2.59206 1.87000
Br -1.27394 -3.74031 1.05836
H 5.67773 -3.97314 1.91972
H 3.60088 -0.28181 0.89154
H 4.12191 0.33616 2.55745
H -1.05301 -0.32355 3.80156
H -0.30168 -1.84660 3.01211
H -3.10065 -0.50159 2.68377
H -2.22176 -0.56382 1.02412
H -3.06495 -3.06238 2.87674
H -3.57764 -2.60133 1.08391
C 5.85484 -6.62700 3.92027
Br 6.68314 -7.43403 5.48068
Br 5.97866 -4.68847 3.95220
Br 6.55685 -7.36432 2.26709
H 4.79442 -6.87897 3.95645
C -1.76474 1.65775 -1.70162
Br -0.62190 2.76008 -0.58371
Br -0.94890 -0.05893 -2.09765
Br -3.54019 1.46291 -0.94207
H -1.88067 2.18028 -2.65197
C -3.23462 5.98151 -1.88981
Br -4.88310 6.84596 -1.34025
Br -3.18690 5.67042 -3.80621
Br -1.66998 6.95284 -1.27749
H -3.21145 5.00313 -1.40722
C 2.13318 8.82758 -1.90122
Br 0.96959 9.03827 -0.36224
Br 1.38577 9.65468 -3.49005
Br 3.93232 9.45597 -1.53817
H 2.20441 7.75821 -2.10217
C 4.16731 4.73918 -2.55063
Br 2.31685 5.06512 -2.06040
Br 4.93641 6.23981 -3.51339
Br 5.24337 4.24040 -1.01421
H 4.17067 3.88788 -3.23205
C -4.75482 2.73375 3.10076
Br -5.84331 1.16341 2.75520
Br -2.89357 2.43557 2.64015
Br -5.46870 4.31337 2.22752
H -4.79256 2.91807 4.17480
C -6.98043 2.00674 -3.81802
Br -8.68222 2.82852 -4.26078
Br -5.51093 3.26884 -3.93684
Br -7.02598 1.13350 -2.08629
H -6.79732 1.23179 -4.56302
C -1.60092 -5.02968 -3.09267
Br -3.41248 -4.33417 -3.03799
Br -0.31681 -3.75146 -2.39817
Br -1.45962 -6.74903 -2.20277
H -1.35345 -5.19250 -4.14200
C 3.97052 -8.89058 -0.30970
Br 3.32368 -10.71888 -0.22792
Br 5.56011 -8.73634 -1.41337
Br 2.58037 -7.65705 -0.87003
H 4.25786 -8.60828 0.70381
```

Values from the calculation:
* E_tot: -1984206.74055 eV
* orbital gap: 8.954 eV
* HOMO level: -9.3 eV
* maximum force: 0.164 Eh/bohr



No. 4
C16H18BrCl2SeV | wB97M-V/def2-TZVPD

Structure (XYZ):
```
39
Properties=species:S:1:pos:R:3
V 0.24257 -0.40899 0.22719
Cl 2.34981 -1.19916 1.07556
C 3.59082 1.06241 -1.58656
Cl 1.76407 1.38510 -1.08878
H 3.50006 -0.00473 -1.83586
H 4.03413 1.04135 -0.58067
Br -0.14957 1.37674 2.42389
C -1.47882 0.23450 3.18238
C -2.30311 0.76860 4.13134
C -3.20110 -0.07567 4.81447
C -3.19789 -1.41884 4.56667
C -2.33465 -1.98156 3.59286
C -2.27587 -3.37281 3.37738
C -1.40973 -3.87630 2.43972
C -0.64031 -3.01982 1.63363
C -0.68310 -1.64034 1.74173
C -1.48495 -1.13475 2.80775
H -2.24809 1.82306 4.36672
H -3.87073 0.34698 5.55510
H -3.85701 -2.08124 5.11956
H -2.90871 -4.02578 3.97069
H -1.34313 -4.95148 2.29695
H -0.00383 -3.46394 0.87407
Se -1.61926 0.32957 -0.97771
C -2.22744 -3.01781 -1.48454
C -1.24290 -2.22973 -2.35028
C -0.25464 -3.22996 -2.99352
C -1.98914 -1.56428 -3.51269
C -0.35523 -1.27617 -1.50173
H -2.87509 -3.64387 -2.10980
H -2.84623 -2.33125 -0.90490
H -1.69364 -3.66365 -0.78376
H -0.78652 -4.03232 -3.52047
H 0.37902 -3.68318 -2.22764
H 0.39119 -2.71653 -3.70966
H -2.50612 -2.33279 -4.10235
H -1.28861 -1.03948 -4.16756
H -2.71633 -0.84163 -3.15246
H 0.34678 -0.80754 -2.20911
```

Values from the calculation:
* E_tot: -203004.47972 eV
* total charge: -2
* 2S+1: 3
* orbital gap (spin up / spin down): 4.781 / 4.842 eV
* HOMO level (spin up / spin down): -0.1 / -0.2 eV
* maximum force: 0.049 Eh/bohr



No. 5
C16H18BrMgN | wB97M-V/def2-TZVPD

Structure (XYZ):
```
37
Properties=species:S:1:pos:R:3
C -0.55360 -1.19744 -1.69515
C 0.53630 -0.55592 -2.37566
C 1.72861 -0.78632 -1.64530
H 0.46734 0.01804 -3.29751
C 1.39758 -1.59602 -0.52638
C -0.00826 -1.87949 -0.55266
H -0.54877 -2.54852 0.12818
H -1.56884 -1.30539 -2.08010
H 2.74216 -0.48911 -1.96527
H 2.13247 -2.01793 0.15095
Mg -0.68298 0.16228 0.15295
Br -2.68009 1.52759 0.19243
C -4.44250 -0.54445 2.43408
C -4.21991 -1.94991 2.41382
C -4.67404 -2.44908 1.14627
H -3.80220 -2.54725 3.22166
C -5.17983 -1.34675 0.39892
C -5.04457 -0.17109 1.19280
H -5.33879 0.82915 0.89884
H -4.21504 0.13435 3.25050
H -4.66528 -3.48972 0.82876
H -5.61753 -1.38453 -0.59507
C -0.43894 2.97871 -1.95215
C 0.65793 2.77052 -1.00684
C 1.76917 3.65088 -0.90102
C 2.61054 3.11226 0.07829
C 1.97960 1.92755 0.55099
C 2.51913 1.02963 1.58082
N 0.78515 1.74100 -0.10153
H -0.09286 2.80136 -2.98600
H -0.78175 4.02171 -1.84811
H -1.27520 2.29376 -1.75211
H 1.88257 4.56081 -1.47758
H 3.54950 3.49538 0.45992
H 3.50086 0.64110 1.27230
H 2.64979 1.59690 2.51427
H 1.85956 0.16861 1.74554
```

Values from the calculation:
* E_tot: -93862.36527 eV
* total charge: -2
* orbital gap: 5.187 eV
* HOMO level: 0.0 eV
* maximum force: 0.048 Eh/bohr